Entry from OMol25: C44H106B2F6MgNO25S2 as an isolated structure at a distorted geometry (wB97M-V/def2-TZVPD).

Last column: Mulliken charge in e.
Element x y z (Å)
Mg 2.38777 1.87743 -1.32412  1.22
C -0.71033 4.19595 -0.40599  0.74
F -1.30709 3.70890 -1.49645  0.00
F 0.21429 5.01616 -0.88064  -0.23
F -1.54114 4.89199 0.37874  -0.22
S 0.05145 2.84310 0.71072  -0.29
O 1.14494 3.52213 1.45512  -0.42
O -1.03036 2.40573 1.56497  -0.11
N 0.77102 1.65654 -0.42301  -0.14
S -0.47121 0.65212 -0.64347  -0.72
O -1.80575 1.25882 -0.56995  0.07
O -0.36733 -0.14188 -1.85674  -0.09
C -0.39993 -0.68236 0.80595  -0.40
F 0.31122 -1.71131 0.29415  -0.08
F 0.23474 -0.23721 1.83133  -0.21
F -1.62049 -1.09849 1.11625  0.10
B 4.18495 2.54000 -0.41279  2.67
H 3.20489 2.67458 0.01805  -1.18
H 4.96556 2.38187 0.31514  -0.49
H 4.08718 1.80448 -1.19617  -0.36
H 4.44126 3.48668 -0.86262  -0.56
B 2.12558 3.39340 -2.54335  1.63
H 2.19815 3.77289 -1.53590  -1.15
H 2.06613 4.30836 -3.11216  -0.45
H 2.95200 2.74767 -2.79694  0.06
H 1.23209 2.79681 -2.64339  -0.79
C 7.84107 2.33256 2.09027  -0.97
O 6.60474 2.99224 1.98001  -0.19
C 5.78177 2.76759 3.14006  -0.26
C 4.85696 3.92747 3.23704  -0.78
O 4.53106 4.33319 1.92354  0.32
C 3.81438 5.57338 1.90304  -1.18
C 3.59732 5.95368 0.38081  0.32
O 4.86929 5.63560 -0.28813  -0.31
C 4.96620 6.15251 -1.63013  -0.88
H 7.77671 1.29423 2.41557  0.35
H 8.46622 2.86891 2.80414  0.32
H 8.26495 2.36954 1.08675  0.23
H 6.38042 2.85282 4.04694  0.51
H 5.31380 1.78335 3.12039  0.04
H 5.26247 4.79500 3.75766  0.45
H 4.02637 3.47668 3.78019  0.20
H 4.32793 6.42820 2.34310  0.52
H 2.92450 5.56683 2.53245  0.36
H 3.19981 6.95242 0.20027  0.55
H 2.81992 5.25763 0.06573  -0.47
H 5.58552 5.52223 -2.26832  0.23
H 5.61152 7.02930 -1.68406  0.31
H 4.00684 6.29493 -2.12758  0.30
C 0.03007 -6.44112 4.33924  -0.75
O -0.84170 -5.79352 3.42857  -0.35
C -0.09858 -5.03012 2.42271  -0.69
C -0.70778 -5.03257 1.04907  -0.14
O -1.77373 -4.28711 0.93405  0.26
C -2.41217 -4.29223 -0.34040  -0.10
C -3.86746 -3.70166 -0.39257  -0.42
O -4.72660 -4.48884 0.44691  -0.55
C -4.69861 -4.35427 1.84096  -0.22
H -0.55536 -6.75236 5.20440  0.26
H 0.77552 -5.73358 4.70228  0.21
H 0.44160 -7.32227 3.84698  0.32
H 0.87139 -5.48590 2.22392  0.61
H 0.09177 -4.02114 2.78853  0.01
H -0.81381 -6.09920 0.85121  0.32
H 0.01500 -4.56079 0.38341  -0.01
H -2.53417 -5.33790 -0.62286  0.52
H -1.80431 -3.69162 -1.01706  -0.31
H -4.18946 -3.90191 -1.41449  0.34
H -3.97443 -2.61718 -0.36869  0.10
H -3.83001 -4.81303 2.31337  0.07
H -5.55316 -4.87888 2.26829  0.39
H -4.79255 -3.29279 2.07018  0.06
C -0.86669 1.48644 -7.34748  -0.82
O -0.65534 0.83848 -6.04700  -0.28
C -1.45043 1.38900 -5.02420  -0.35
C -1.09461 2.89496 -4.82125  0.09
O -1.74441 3.84280 -5.66615  -0.39
C -1.56286 5.19360 -5.28548  -0.40
C -2.44234 5.71323 -4.15978  -0.19
O -3.89301 5.42510 -4.20100  -0.30
C -4.57884 5.68085 -5.33900  -0.71
H -0.55840 0.93472 -8.23555  0.27
H -0.26179 2.37787 -7.51344  0.26
H -1.92795 1.66441 -7.52114  0.34
H -1.21058 0.96418 -4.04947  -0.17
H -2.50962 1.20470 -5.20381  0.46
H -0.02911 3.11811 -4.87616  0.49
H -1.47061 3.02656 -3.80665  -0.25
H -1.61601 5.84951 -6.15441  0.45
H -0.55002 5.36743 -4.92210  0.29
H -2.39684 6.78902 -3.99032  0.55
H -2.14992 5.28619 -3.20049  -0.32
H -4.33336 5.09153 -6.22248  0.24
H -4.36631 6.71519 -5.60931  0.32
H -5.60443 5.45467 -5.04729  0.24
C 3.59742 -3.67441 1.92612  -0.54
O 4.20403 -2.42737 1.81103  -0.47
C 3.37537 -1.30028 2.17627  -0.12
C 3.72573 -0.09247 1.25401  -0.92
O 3.07160 -0.16125 0.00864  0.89
C 3.73177 -0.97626 -0.86654  -1.53
C 2.82470 -0.94925 -2.12598  0.39
O 2.49160 0.45894 -2.57446  0.63
C 2.12642 0.45934 -3.93952  -0.43
H 3.24767 -3.78488 2.95256  0.39
H 4.27964 -4.47321 1.63527  0.35
H 2.62432 -3.72030 1.43718  0.01
H 3.59535 -1.05138 3.21442  0.30
H 2.29587 -1.45092 2.16713  -0.12
H 4.79684 -0.13251 1.05594  0.27
H 3.45807 0.82869 1.77163  0.15
H 3.86659 -1.98190 -0.46828  0.18
H 4.65934 -0.48049 -1.15276  0.45
H 1.88896 -1.45655 -1.89115  -0.47
H 3.38214 -1.50369 -2.88092  0.77
H 1.43318 -0.36135 -4.12388  -0.14
H 2.87071 0.29535 -4.71878  0.47
H 1.51422 1.29955 -4.26717  -0.22
C -4.70784 2.58961 -2.29473  -0.12
O -6.13316 2.55918 -2.03645  -0.48
C -6.53934 1.44372 -1.24259  -0.27
C -6.46431 1.90789 0.21388  -0.13
O -6.77740 1.00644 1.32288  -0.44
C -5.68276 0.13742 1.74264  -0.36
C -4.55442 0.86038 2.53608  0.91
O -5.17064 1.51892 3.59487  -0.53
C -4.18951 2.28944 4.38038  -0.38
H -4.19466 2.96547 -1.40959  0.26
H -4.56589 3.33779 -3.07458  -0.11
H -4.35094 1.64325 -2.70110  0.24
H -5.91222 0.58541 -1.48368  0.11
H -7.53126 1.13580 -1.57329  0.31
H -7.15581 2.74573 0.30306  0.27
H -5.44546 2.29315 0.25419  0.03
H -5.26451 -0.40823 0.89681  0.15
H -6.00448 -0.53288 2.53970  0.29
H -4.14365 1.68217 1.94955  0.05
H -3.83180 0.13522 2.91033  -0.27
H -3.49676 1.57985 4.83279  0.13
H -4.85065 2.93703 4.95626  0.30
H -3.50971 2.99000 3.89543  0.23
C 4.36037 -4.76499 -2.20801  -0.93
O 2.91947 -4.56113 -2.31527  0.01
C 2.34118 -4.94690 -3.53772  -0.63
C 0.80506 -5.26031 -3.16493  -0.81
O 0.03191 -4.01186 -2.77703  0.06
C 0.07326 -3.05500 -3.81676  0.47
C -0.67625 -3.43073 -5.11099  -1.30
O -1.89091 -4.16088 -5.06919  -0.41
C -2.87134 -3.64713 -4.24033  -0.12
H 4.77296 -4.33769 -3.12195  0.43
H 4.78326 -5.75571 -2.04147  0.31
H 4.66469 -4.04911 -1.44447  0.17
H 2.83080 -5.87392 -3.83605  0.53
H 2.60671 -4.20319 -4.28904  0.36
H 0.89672 -5.96970 -2.34246  0.35
H 0.23151 -5.77703 -3.93443  0.43
H 1.06695 -2.66428 -4.03590  0.06
H -0.45453 -2.21373 -3.36755  0.03
H -0.06587 -3.99640 -5.81495  0.40
H -0.81082 -2.58298 -5.78279  0.45
H -2.52525 -3.66531 -3.20689  -0.25
H -3.75323 -4.28635 -4.28233  0.35
H -3.07666 -2.59393 -4.43197  0.36
C -2.23869 -2.43183 3.88221  -0.20
O -3.53746 -2.03212 4.47134  -0.38
C -3.37546 -1.14803 5.59746  -0.36
C -2.74895 -1.69763 6.88093  -0.89
O -1.37075 -2.11247 6.63580  -0.07
C -0.62282 -2.26051 7.75407  -0.69
C 0.60362 -3.06453 7.49267  -0.64
O 1.66028 -2.41713 6.94869  -0.51
C 1.55225 -2.22050 5.51840  0.10
H -2.30303 -2.84608 2.87605  -0.19
H -1.80781 -3.22499 4.49323  0.51
H -1.44792 -1.68165 3.87956  0.26
H -4.44374 -0.94512 5.67305  0.53
H -2.89195 -0.20542 5.34092  -0.11
H -3.42395 -2.47357 7.24203  0.33
H -2.73717 -0.89954 7.62324  0.47
H -1.16240 -2.63952 8.62200  0.49
H -0.36417 -1.24673 8.05974  0.43
H 0.45407 -3.98376 6.92630  0.22
H 0.92177 -3.48897 8.44489  0.40
H 1.19657 -3.14343 5.06035  -0.12
H 2.54860 -1.90659 5.20721  0.11
H 0.76676 -1.49186 5.31796  0.24

As for the gap between HOMO and LUMO: 7.64 eV. The molecular weight comes out at 1273.37 g/mol. Its charge is -1.